P.
{"formula": "H4SSi", "method": "ωB97M-V/def2-TZVPD", "elements": ["S", "H", "Si", "H", "H", "H"], "positions_angstrom": [[1.716, 0.525, 0.124], [1.896, -0.739, -0.269], [-0.757, 0.198, 0.115], [-1.171, 1.081, 1.180], [-0.739, 0.190, -1.469], [-0.944, -1.255, 0.318]], "nbo_charge": [-0.508, 0.136, 0.744, -0.120, -0.098, -0.154], "orbital_gap_ev": 9.0904, "homo_ev": -8.94, "smiles": "[SiH3]S", "multiplicity": 1}



Q.
{"formula": "H4SSi", "method": "ωB97M-V/def2-TZVPD", "elements": ["S", "Si", "H", "H", "H", "H"], "positions_angstrom": [[1.900, 0.434, -1.118], [-0.364, -0.457, 0.111], [-1.069, 0.841, -0.354], [-0.200, -0.612, 1.549], [1.441, 1.154, -2.036], [-0.538, -1.853, -0.611]], "nbo_charge": [-0.506, 0.774, -0.112, -0.152, 0.108, -0.112], "orbital_gap_ev": 8.4318, "homo_ev": -8.83, "multiplicity": 1}



Relative energies, unit kJ/mol: P 0.0; Q 59.3



P.
{"formula": "C5H5N", "method": "ωB97M-V/def2-TZVPD", "elements": ["H", "C", "C", "H", "H", "C", "C", "N", "C", "H", "H"], "positions_angstrom": [[0.814, 0.527, -0.888], [-1.702, -2.021, -0.077], [-0.687, -1.094, -0.506], [-2.568, -1.487, 0.216], [-2.011, -2.794, -0.748], [0.203, -0.311, -0.746], [-0.417, 0.030, 3.581], [1.703, 0.702, 4.556], [0.588, 0.446, 4.196], [-1.046, -0.132, 2.823], [-1.305, -2.412, 0.806]], "nbo_charge": [0.234, -0.689, 0.005, 0.233, 0.241, -0.259, -0.047, -0.169, 0.009, 0.207, 0.236], "orbital_gap_ev": [7.7350, 7.6988], "homo_ev": [-9.61, -9.59], "multiplicity": 1}



Q.
{"formula": "C5H5N", "method": "ωB97M-V/def2-TZVPD", "elements": ["C", "N", "H", "H", "C", "C", "C", "H", "C", "H", "H"], "positions_angstrom": [[0.718, 0.662, 0.801], [0.446, 2.288, 2.327], [0.776, 2.756, 3.144], [1.643, 0.565, 2.727], [1.027, 1.191, 2.091], [0.345, 0.088, -0.256], [-1.170, -1.088, -1.813], [0.883, -0.174, -2.336], [0.031, -0.459, -1.580], [-2.009, -1.132, -1.171], [-1.566, -1.492, -2.819]], "nbo_charge": [-0.061, -0.560, 0.337, 0.184, 0.048, 0.022, -0.346, 0.248, -0.283, 0.205, 0.206], "orbital_gap_ev": 9.6307, "homo_ev": -9.11, "smiles": "[H]/N=C/C#CC=C", "multiplicity": 1}



R.
{"formula": "C5H5N", "method": "ωB97M-V/def2-TZVPD", "elements": ["C", "H", "N", "H", "H", "C", "C", "C", "H", "H", "C"], "positions_angstrom": [[-0.494, -0.264, 0.981], [-2.343, -0.221, -0.610], [1.253, -0.479, -0.607], [-0.971, 2.089, 0.480], [1.685, -0.847, 1.280], [-1.576, 0.010, 0.116], [-0.736, 1.106, 0.334], [0.738, 0.489, -1.221], [0.392, -1.958, 0.544], [1.258, 1.047, -2.003], [0.794, -0.972, 0.707]], "nbo_charge": [-0.074, 0.230, -0.398, 0.205, 0.233, -0.111, -0.219, 0.004, 0.226, 0.197, -0.293], "orbital_gap_ev": 8.3695, "homo_ev": -7.78, "multiplicity": 1}



Relative energies, unit kJ/mol: P 300.1; Q 0.0; R 268.6



P.
{"formula": "C4H10N2O2", "method": "ωB97M-V/def2-TZVPD", "elements": ["H", "N", "H", "C", "H", "C", "H", "C", "O", "H", "N", "H", "H", "H", "H", "H", "O", "C"], "positions_angstrom": [[1.623, 1.137, -1.199], [-2.729, -1.320, -0.613], [-1.851, 0.568, -0.818], [-1.972, -0.191, -0.062], [-0.695, -1.514, 0.825], [0.613, 1.126, -0.790], [-0.116, 1.282, -1.580], [1.697, -0.548, 0.701], [2.834, -0.432, 0.334], [-2.159, -2.000, -1.099], [-0.720, -0.537, 0.586], [-3.273, -1.783, 0.098], [0.618, -0.957, -1.051], [-2.672, 0.183, 0.685], [1.466, -0.831, 1.750], [0.654, 1.919, 1.007], [0.330, 2.173, 0.134], [0.492, -0.285, -0.184]], "nbo_charge": [0.189, -0.850, 0.187, -0.054, 0.362, -0.063, 0.183, 0.431, -0.506, 0.351, -0.640, 0.359, 0.194, 0.182, 0.113, 0.467, -0.710, -0.193], "orbital_gap_ev": 9.7282, "homo_ev": -9.11, "smiles": "NCN[C@H](C=O)CO", "multiplicity": 1}



Q.
{"formula": "C4H10N2O2", "method": "ωB97M-V/def2-TZVPD", "elements": ["N", "H", "H", "C", "H", "C", "H", "H", "H", "O", "H", "O", "H", "H", "H", "C", "N", "C"], "positions_angstrom": [[0.881, -3.335, 0.137], [1.010, 0.696, 1.175], [0.058, -3.588, -0.392], [-2.534, 2.541, -0.627], [1.621, -3.990, -0.021], [1.285, -1.974, -0.047], [-2.381, 3.359, -1.334], [2.511, 0.379, 1.782], [-2.861, 2.960, 0.317], [-0.783, 1.296, -1.616], [1.405, -1.696, 2.002], [-0.614, 1.699, 0.563], [-3.227, 1.824, -1.061], [-0.006, 0.749, -1.412], [1.487, -1.676, -1.074], [1.510, -1.220, 1.023], [1.860, 0.150, 1.055], [-1.220, 1.826, -0.469]], "nbo_charge": [-0.866, 0.406, 0.363, -0.722, 0.364, -0.086, 0.240, 0.364, 0.239, -0.683, 0.169, -0.620, 0.241, 0.503, 0.166, -0.008, -0.880, 0.807], "orbital_gap_ev": 9.5238, "homo_ev": -8.71, "smiles": "CC(=O)O.N/C=C/N", "multiplicity": 1}



R.
{"formula": "C4H10N2O2", "method": "ωB97M-V/def2-TZVPD", "elements": ["H", "H", "H", "N", "H", "H", "H", "H", "O", "O", "H", "C", "H", "C", "N", "H", "C", "C"], "positions_angstrom": [[2.375, -0.304, -1.174], [-0.815, -0.477, 1.774], [1.578, 0.100, 1.383], [0.192, 0.493, -1.739], [-1.085, 1.615, 0.321], [-2.832, -1.659, 0.917], [-0.832, 0.486, -1.686], [0.357, 2.046, 1.269], [0.470, -1.367, 0.374], [2.536, -0.595, -0.258], [0.434, -0.490, -1.924], [-0.802, -1.085, 0.880], [0.043, 2.826, -0.282], [-0.024, 1.875, 0.257], [0.755, 0.864, -0.441], [-1.797, -2.381, -0.448], [1.323, -0.227, 0.368], [-1.876, -1.721, 0.410]], "nbo_charge": [0.476, 0.176, 0.161, -0.670, 0.171, 0.212, 0.344, 0.211, -0.536, -0.691, 0.356, 0.113, 0.209, -0.422, -0.339, 0.210, 0.493, -0.472], "orbital_gap_ev": 9.2868, "homo_ev": -8.37, "smiles": "C=CO[C@@H](O)N(C)N", "multiplicity": 1}



S.
{"formula": "C4H10N2O2", "method": "ωB97M-V/def2-TZVPD", "elements": ["H", "N", "H", "C", "C", "H", "H", "H", "H", "C", "H", "N", "H", "O", "H", "H", "C", "O"], "positions_angstrom": [[0.390, -1.308, 1.627], [1.558, -0.142, -2.295], [0.511, -2.307, 0.179], [-0.444, 1.282, 1.489], [-0.912, -0.734, 0.001], [1.418, 0.749, 0.938], [-0.382, 0.659, 2.386], [1.530, 0.539, -3.050], [-0.971, 2.210, 1.708], [-1.105, 0.577, 0.328], [2.481, -0.512, -2.087], [0.773, 1.521, 0.767], [-1.384, 1.243, -1.418], [0.809, 0.136, -1.246], [-0.879, -2.478, 1.248], [-1.467, -1.099, -0.855], [-0.184, -1.751, 0.813], [-1.741, 1.414, -0.535]], "nbo_charge": [0.205, -0.377, 0.215, -0.332, -0.201, 0.309, 0.185, 0.344, 0.212, 0.331, 0.342, -0.439, 0.485, -0.367, 0.218, 0.205, -0.641, -0.694], "orbital_gap_ev": [8.3904, 7.6879], "homo_ev": [-8.11, -7.74], "multiplicity": 1}



Relative energies, unit kJ/mol: P 77.7; Q 0.0; R 208.7; S 525.0



P.
{"formula": "C4H10N2O2", "method": "ωB97M-V/def2-TZVPD", "elements": ["C", "H", "H", "H", "H", "H", "O", "C", "O", "C", "N", "H", "H", "H", "H", "C", "H", "N"], "positions_angstrom": [[-0.873, 1.286, -1.683], [-0.483, 0.363, 0.126], [0.263, -0.597, 3.505], [1.345, -2.889, 0.143], [-0.606, -1.989, 3.066], [-1.373, 3.061, -2.761], [2.046, -0.895, 1.850], [-0.477, 2.534, -2.425], [-1.609, 0.455, -2.177], [0.997, -1.520, 1.829], [0.073, -1.302, 2.817], [0.094, 3.335, -1.950], [0.140, 2.233, -3.273], [0.083, -1.749, -0.143], [-0.167, -3.070, 0.989], [0.561, -2.328, 0.644], [0.240, 1.925, -0.091], [-0.255, 1.148, -0.466]], "nbo_charge": [0.674, 0.399, 0.403, 0.244, 0.390, 0.239, -0.604, -0.728, -0.613, 0.660, -0.835, 0.213, 0.242, 0.247, 0.210, -0.715, 0.395, -0.820], "orbital_gap_ev": 10.6128, "homo_ev": -9.91, "smiles": "CC(N)=O.CC(N)=O", "multiplicity": 1}



Q.
{"formula": "C4H10N2O2", "method": "ωB97M-V/def2-TZVPD", "elements": ["N", "H", "H", "H", "H", "O", "H", "H", "C", "H", "O", "H", "C", "N", "H", "C", "H", "C"], "positions_angstrom": [[-0.791, 0.805, -0.938], [0.932, -0.443, 2.976], [-1.123, -0.950, 0.357], [2.280, -1.849, -0.744], [-2.006, 2.599, -0.683], [1.459, -2.240, -0.510], [1.398, -0.559, 1.241], [-2.702, 1.117, -0.090], [0.629, 0.233, 0.949], [1.163, -0.556, -1.642], [1.304, 1.157, 0.388], [0.034, 1.457, -0.730], [0.537, -1.325, -1.148], [0.387, -0.667, 2.138], [-1.343, 1.875, 0.776], [-0.362, -0.400, -0.171], [-0.029, -1.928, -2.001], [-1.767, 1.674, -0.168]], "nbo_charge": [-0.634, 0.353, 0.209, 0.469, 0.206, -0.725, 0.415, 0.191, 0.368, 0.175, -0.582, 0.384, -0.074, -0.552, 0.164, -0.140, 0.195, -0.421], "orbital_gap_ev": 8.5564, "homo_ev": -9.07, "multiplicity": 1}



R.
{"formula": "C4H10N2O2", "method": "ωB97M-V/def2-TZVPD", "elements": ["C", "H", "O", "N", "H", "H", "O", "H", "H", "C", "H", "H", "H", "C", "H", "H", "C", "N"], "positions_angstrom": [[2.122, -0.681, -1.515], [0.244, -3.119, -1.106], [-4.153, 1.092, 4.789], [0.698, -2.234, -0.938], [-3.411, 1.609, 5.117], [-3.299, 2.566, 1.323], [-3.094, 2.916, 0.456], [-4.849, 1.113, 5.452], [2.942, 1.046, -2.433], [0.147, -0.994, -0.760], [-0.766, -0.922, -0.181], [3.880, 0.494, -1.089], [-3.213, 2.237, -0.229], [1.945, -2.027, -1.459], [2.598, -2.814, -1.808], [3.936, -0.372, -2.630], [3.286, 0.144, -1.932], [0.985, -0.053, -1.055]], "nbo_charge": [0.086, 0.413, -0.946, -0.532, 0.473, 0.476, -0.950, 0.473, 0.229, 0.166, 0.191, 0.220, 0.475, -0.115, 0.213, 0.212, -0.634, -0.449], "orbital_gap_ev": 9.3681, "homo_ev": -8.61, "smiles": "Cc1c[nH]cn1.O.O", "multiplicity": 1}



S.
{"formula": "C4H10N2O2", "method": "ωB97M-V/def2-TZVPD", "elements": ["C", "H", "N", "C", "O", "H", "H", "H", "H", "H", "H", "H", "N", "C", "O", "H", "H", "C"], "positions_angstrom": [[1.296, -0.755, 0.089], [2.208, -1.029, -1.441], [1.826, -1.547, -0.620], [0.888, -1.014, 1.475], [1.545, 0.756, -1.607], [-2.095, 0.463, -1.598], [-0.722, 1.014, 1.105], [1.601, 1.992, -1.227], [-0.192, -0.881, 1.961], [1.425, -0.135, 1.901], [-3.536, 0.646, -0.538], [1.247, -1.994, 1.977], [0.875, 0.487, -0.292], [-1.573, 0.052, -0.430], [-2.780, 0.070, 0.232], [-0.637, 1.945, -0.764], [-0.807, -1.046, -0.252], [-0.569, 0.976, 0.027]], "nbo_charge": [0.371, 0.364, -0.651, -0.699, -0.572, 0.138, 0.245, 0.488, 0.233, 0.234, 0.479, 0.254, -0.233, -0.048, -0.721, 0.217, 0.196, -0.293], "orbital_gap_ev": 8.6769, "homo_ev": -8.81, "multiplicity": 1}



Relative energies, unit kJ/mol: P 0.0; Q 648.7; R 107.6; S 982.3



P.
{"formula": "C4H10N2O2", "method": "ωB97M-V/def2-TZVPD", "elements": ["H", "H", "C", "N", "C", "O", "H", "N", "H", "H", "H", "O", "H", "H", "H", "C", "C", "H"], "positions_angstrom": [[2.797, -2.459, 0.170], [0.000, 3.259, -0.542], [2.260, -1.904, 0.938], [-2.499, 2.763, -1.065], [-1.505, 1.844, -1.227], [0.082, -0.949, 0.514], [-0.851, -3.080, 1.307], [0.150, -3.079, 1.219], [-3.431, 2.396, -1.107], [2.594, -0.881, 0.745], [0.569, 2.106, -1.788], [-1.736, 0.718, -1.619], [0.566, -3.994, 1.235], [0.198, 1.532, -0.150], [-2.413, 3.561, -0.467], [-0.080, 2.243, -0.932], [0.744, -1.919, 0.818], [2.554, -2.156, 1.953]], "nbo_charge": [0.232, 0.197, -0.727, -0.826, 0.673, -0.599, 0.399, -0.836, 0.393, 0.238, 0.239, -0.608, 0.392, 0.265, 0.384, -0.720, 0.675, 0.228], "orbital_gap_ev": 10.1798, "homo_ev": -9.25, "smiles": "CC(N)=O.CC(N)=O", "multiplicity": 1}



Q.
{"formula": "C4H10N2O2", "method": "ωB97M-V/def2-TZVPD", "elements": ["H", "N", "C", "H", "H", "C", "H", "O", "H", "H", "H", "N", "C", "O", "H", "C", "H", "H"], "positions_angstrom": [[1.427, -1.412, 2.205], [1.337, -2.157, 1.537], [-0.551, 3.170, -0.332], [0.468, 1.294, -0.613], [0.613, -2.586, -1.333], [0.048, 2.110, -1.196], [-0.764, -3.357, -0.681], [-0.578, -1.253, 0.783], [-1.929, 3.364, 1.168], [-1.813, 1.788, 0.579], [0.810, -4.041, -0.294], [-1.634, 2.765, 0.401], [0.281, -2.108, 0.684], [-0.172, 4.323, -0.321], [1.982, -2.924, 1.514], [0.277, -3.107, -0.436], [0.872, 2.475, -1.794], [-0.674, 1.657, -1.873]], "nbo_charge": [0.406, -0.821, 0.670, 0.233, 0.244, -0.723, 0.244, -0.633, 0.395, 0.396, 0.217, -0.830, 0.673, -0.608, 0.395, -0.725, 0.235, 0.232], "orbital_gap_ev": 10.1686, "homo_ev": -9.55, "smiles": "CC(N)=O.CC(N)=O", "multiplicity": 1}



R.
{"formula": "C4H10N2O2", "method": "ωB97M-V/def2-TZVPD", "elements": ["H", "H", "O", "C", "H", "C", "N", "N", "H", "H", "H", "O", "C", "C", "H", "H", "H", "H"], "positions_angstrom": [[1.948, 0.744, 0.475], [1.653, 2.225, 1.460], [0.667, -1.499, -0.147], [0.091, -1.184, -1.192], [1.132, -1.900, -2.992], [1.327, 1.626, 0.609], [-0.069, 1.246, 0.718], [-1.775, 0.394, 1.999], [-2.059, 0.016, 2.879], [0.097, -3.092, -2.279], [-0.474, 0.704, -0.175], [-0.623, -0.126, -1.326], [0.193, -2.019, -2.452], [-0.611, 1.027, 1.857], [1.448, 2.240, -0.284], [-0.078, 1.298, 2.763], [-0.621, -1.708, -3.104], [-2.246, 0.010, 1.190]], "nbo_charge": [0.241, 0.194, -0.736, 0.780, 0.223, -0.421, -0.502, -0.761, 0.408, 0.217, 0.456, -0.795, -0.727, 0.383, 0.216, 0.184, 0.219, 0.422], "orbital_gap_ev": 9.0708, "homo_ev": -8.52, "multiplicity": 1}



Relative energies, unit kJ/mol: P 24.7; Q 0.0; R 96.5



P.
{"formula": "C4H8N2", "method": "ωB97M-V/def2-TZVPD", "elements": ["H", "C", "C", "C", "H", "H", "C", "H", "H", "N", "N", "H", "H", "H"], "positions_angstrom": [[-0.638, -0.095, 2.223], [-0.120, -0.839, 1.607], [0.695, -0.196, 0.485], [-1.368, 0.005, -0.852], [0.542, -1.410, 2.264], [0.910, 0.183, -2.190], [-0.100, 0.686, -0.488], [0.249, 1.674, -2.255], [1.497, 0.426, 0.891], [-2.327, -0.573, -1.146], [0.725, 1.019, -1.642], [-0.874, -1.526, 1.207], [-0.368, 1.629, 0.004], [1.178, -0.983, -0.107]], "nbo_charge": [0.207, -0.618, -0.384, 0.257, 0.219, 0.361, -0.150, 0.367, 0.219, -0.332, -0.798, 0.221, 0.227, 0.202], "orbital_gap_ev": 11.2827, "homo_ev": -10.36, "smiles": "CC[C@@H](N)C#N", "multiplicity": 1}



Q.
{"formula": "C4H8N2", "method": "ωB97M-V/def2-TZVPD", "elements": ["H", "H", "C", "H", "H", "C", "N", "H", "N", "H", "C", "C", "H", "H"], "positions_angstrom": [[2.984, -0.856, -0.013], [1.998, -0.279, -1.178], [-1.019, -0.595, -0.063], [-0.534, -1.165, -0.848], [-1.254, -1.096, 0.870], [0.767, 1.086, 0.614], [2.015, -0.827, -0.322], [1.232, -0.699, 1.647], [0.059, 2.013, 0.381], [-2.208, 1.190, 0.406], [-1.525, 0.737, -0.301], [1.163, -0.234, 0.667], [-1.476, 1.158, -1.298], [-2.202, -0.433, -0.560]], "nbo_charge": [0.362, 0.360, -0.522, 0.247, 0.243, 0.232, -0.827, 0.213, -0.442, 0.240, -0.396, -0.250, 0.237, 0.302], "orbital_gap_ev": 8.3408, "homo_ev": -7.42, "multiplicity": 1}



R.
{"formula": "C4H8N2", "method": "ωB97M-V/def2-TZVPD", "elements": ["H", "N", "C", "H", "H", "H", "H", "C", "N", "C", "H", "C", "H", "H"], "positions_angstrom": [[2.075, -0.927, 0.659], [-2.417, -1.581, 1.069], [-1.580, 0.100, -0.774], [-0.320, -1.174, -0.037], [0.274, 0.707, 1.351], [2.721, 0.715, 0.802], [0.558, 1.629, -0.137], [2.030, 0.084, 0.236], [-0.250, -0.265, -0.477], [0.604, 0.623, 0.302], [-2.011, -0.525, -1.553], [-2.449, -0.576, 0.471], [2.370, 0.029, -0.804], [-1.605, 1.160, -1.109]], "nbo_charge": [0.206, -0.379, -0.222, 0.378, 0.176, 0.213, 0.188, -0.606, -0.603, -0.220, 0.228, 0.193, 0.215, 0.233], "orbital_gap_ev": 10.1473, "homo_ev": -9.49, "smiles": "CCNCC#N", "multiplicity": 1}



Relative energies, unit kJ/mol: P 0.0; Q 429.3; R 138.0